Entry from the OMol25 dataset: a gas-phase ion, C4H7N4 (charge +1) in a non-equilibrium geometry (ωB97M-V/def2-TZVPD).

The value obtained for the energy relative to the best compared isomer or geometry (same formula, charge and spin) is 0.425 eV. The value obtained for the HOMO energy (spin up / spin down) is -12.513 / -15.147 eV. Its expectation value of S² is 2.014. For the LUMO energy (spin up / spin down), the calculation gives -4.0 / -8.1 eV.

Structure (ORCA input):
```
! wB97M-V def2-TZVPD RIJCOSX def2/J DEFGRID3
* xyz 1 3
C 2.216 -0.244 -0.212
C 0.784 -0.429 -0.064
C 0.123 0.823 -0.089
C -1.035 -1.864 0.317
N 3.331 -0.047 -0.258
N 0.290 -1.723 0.036
N 0.547 1.830 0.607
N -0.860 1.021 -0.955
H -1.158 -2.400 1.364
H -1.347 -2.607 -0.466
H -1.624 -0.971 0.555
H 1.368 1.899 1.119
H 0.022 2.593 0.427
H -1.278 0.192 -1.367
H -1.380 1.926 -1.014
*
```

---

Entry from the OMol25 dataset: a single C3H6P2 molecule in a non-equilibrium geometry (ωB97M-V/def2-TZVPD).

The value obtained for the energy relative to the best compared isomer or geometry (same formula, charge and spin) is 0.988 eV. The value obtained for the HOMO energy is -9.002 eV. For the LUMO energy, the calculation gives -0.7 eV.

Structure (ORCA input):
```
! wB97M-V def2-TZVPD RIJCOSX def2/J DEFGRID3
* xyz 0 1
C -0.309 -0.091 0.189
C -0.537 0.478 -1.001
C 0.390 -1.353 0.498
P 0.176 3.301 -0.631
P -1.382 2.180 -1.255
H -0.312 0.395 1.118
H -0.550 -0.148 -1.856
H 1.198 -1.167 1.213
H -0.296 -2.060 1.112
H 0.735 -2.162 -0.274
H -0.483 4.571 -0.991
*
```

---

Entry from the OMol25 dataset: a molecular structure, C18H18N6OS2Tc (ωB97M-V/def2-TZVPD).

The value obtained for the energy relative to the best compared isomer or geometry (same formula, charge and spin) is 0.000 eV. The value obtained for the HOMO energy (spin up / spin down) is -13.401 / -13.407 eV. Its expectation value of S² is 3.786. For the LUMO energy (spin up / spin down), the calculation gives -8.6 / -8.4 eV.

Structure (ORCA input):
```
! wB97M-V def2-TZVPD RIJCOSX def2/J DEFGRID3
* xyz 2 4
Tc 0.658 1.091 -1.331
C -1.353 0.487 2.528
C -0.286 0.804 1.535
N -0.395 0.363 0.290
N -1.399 -0.578 0.096
C -1.389 -1.152 -1.042
S -0.218 -0.716 -2.317
S -2.447 -2.409 -1.546
C -3.462 -2.736 -0.068
C -2.696 -3.310 1.093
C -1.849 -4.402 0.922
C -1.182 -4.945 2.009
C -1.363 -4.408 3.277
C -2.219 -3.331 3.455
C -2.879 -2.783 2.366
C 0.894 1.521 1.991
C 1.014 1.897 3.341
C 2.186 2.414 3.845
C 3.300 2.551 3.025
C 3.228 2.196 1.690
C 2.033 1.712 1.181
O 2.005 1.480 -0.155
H -1.000 -0.296 3.203
H -2.251 0.143 2.035
H -1.575 1.373 3.120
H -4.186 -3.452 -0.463
H -4.006 -1.831 0.198
H -1.712 -4.835 -0.062
H -0.532 -5.798 1.870
H -0.850 -4.842 4.125
H -2.387 -2.931 4.447
H -3.571 -1.962 2.508
H 0.180 1.770 4.014
H 2.241 2.697 4.887
H 4.226 2.938 3.426
H 4.076 2.305 1.029
N 3.168 2.897 -6.068
C 1.867 2.980 -6.325
N 1.435 3.354 -7.516
N 0.921 2.702 -5.413
C 0.999 2.341 -4.223
N 0.912 1.988 -3.099
H 3.861 3.116 -6.765
H 3.497 2.601 -5.165
H 2.060 3.578 -8.272
H 0.442 3.421 -7.675
*
```

---

Repeat the third record exactly.
Entry from the OMol25 dataset: a molecular structure, C18H18N6OS2Tc (ωB97M-V/def2-TZVPD).

The value obtained for the energy relative to the best compared isomer or geometry (same formula, charge and spin) is 0.000 eV. The value obtained for the HOMO energy (spin up / spin down) is -13.401 / -13.407 eV. Its expectation value of S² is 3.786. For the LUMO energy (spin up / spin down), the calculation gives -8.6 / -8.4 eV.

Structure (ORCA input):
```
! wB97M-V def2-TZVPD RIJCOSX def2/J DEFGRID3
* xyz 2 4
Tc 0.658 1.091 -1.331
C -1.353 0.487 2.528
C -0.286 0.804 1.535
N -0.395 0.363 0.290
N -1.399 -0.578 0.096
C -1.389 -1.152 -1.042
S -0.218 -0.716 -2.317
S -2.447 -2.409 -1.546
C -3.462 -2.736 -0.068
C -2.696 -3.310 1.093
C -1.849 -4.402 0.922
C -1.182 -4.945 2.009
C -1.363 -4.408 3.277
C -2.219 -3.331 3.455
C -2.879 -2.783 2.366
C 0.894 1.521 1.991
C 1.014 1.897 3.341
C 2.186 2.414 3.845
C 3.300 2.551 3.025
C 3.228 2.196 1.690
C 2.033 1.712 1.181
O 2.005 1.480 -0.155
H -1.000 -0.296 3.203
H -2.251 0.143 2.035
H -1.575 1.373 3.120
H -4.186 -3.452 -0.463
H -4.006 -1.831 0.198
H -1.712 -4.835 -0.062
H -0.532 -5.798 1.870
H -0.850 -4.842 4.125
H -2.387 -2.931 4.447
H -3.571 -1.962 2.508
H 0.180 1.770 4.014
H 2.241 2.697 4.887
H 4.226 2.938 3.426
H 4.076 2.305 1.029
N 3.168 2.897 -6.068
C 1.867 2.980 -6.325
N 1.435 3.354 -7.516
N 0.921 2.702 -5.413
C 0.999 2.341 -4.223
N 0.912 1.988 -3.099
H 3.861 3.116 -6.765
H 3.497 2.601 -5.165
H 2.060 3.578 -8.272
H 0.442 3.421 -7.675
*
```

---

Q: What is the formula in the third record?
A: C18H18N6OS2Tc